DFT (wB97M-V/def2-TZVPD) results for C45H26Cl5F19GaN3OSSb as an isolated structure at a distorted geometry.

Structure (XYZ):
```
102
Properties=species:S:1:pos:R:3:lowdin_charge:R:1
Ga -0.07370 0.64370 0.07630 0.63
C -1.60190 -2.02870 -3.09160 -0.07
N -0.98270 -1.79890 -1.81220 -0.24
C 0.38600 -2.20530 -1.70980 -0.23
C 1.27470 -1.05890 -2.19950 -0.26
N 0.85260 0.22210 -1.64780 -0.09
C 1.40640 1.25130 -2.38620 -0.24
C 0.63330 1.85010 -3.39310 -0.15
F -0.61430 1.40250 -3.58360 0.12
C 1.11140 2.86820 -4.19910 -0.13
F 0.33150 3.41920 -5.14340 0.11
C 2.42710 3.29330 -4.05130 -0.13
F 2.92560 4.24530 -4.85500 0.11
C 3.23480 2.70630 -3.08370 -0.14
F 4.51200 3.10670 -2.96010 0.10
C 2.73330 1.69210 -2.27920 -0.20
F 3.55490 1.11210 -1.39300 0.06
C -1.81660 -1.96680 -0.65640 -0.19
C -2.78080 -0.79050 -0.56320 -0.23
N -2.03480 0.44220 -0.70330 -0.03
C -2.70540 1.55870 -0.97510 -0.25
C -2.02220 2.77130 -1.24990 -0.14
F -0.65450 2.71970 -1.31450 0.03
C -2.61300 3.99700 -1.46770 -0.14
F -1.84260 5.07770 -1.67940 0.11
C -3.99760 4.11100 -1.47760 -0.15
F -4.60980 5.29180 -1.69910 0.09
C -4.73190 2.94830 -1.27120 -0.15
F -6.07640 3.00450 -1.30300 0.10
C -4.12140 1.73400 -1.02000 -0.16
F -4.97510 0.70360 -0.78930 0.05
H -2.08580 -3.01790 -3.17250 0.08
H -0.84730 -1.94940 -3.87160 0.08
H -2.34760 -1.26040 -3.29100 0.08
H 0.61820 -3.11530 -2.29150 0.12
H 0.62100 -2.40100 -0.66310 0.04
H 1.16050 -0.98900 -3.29140 0.12
H 2.32580 -1.29210 -1.97720 0.07
H -1.18210 -1.94150 0.23860 0.11
H -2.38430 -2.91960 -0.66250 0.12
H -3.30670 -0.82420 0.39950 0.10
H -3.50930 -0.88700 -1.37270 0.11
S 2.32470 -1.00950 0.68510 0.33
Sb 3.02970 -3.00180 1.54890 1.39
C 3.85260 -4.04620 -0.15260 -0.32
C 4.42790 -3.23170 -1.11680 -0.14
C 4.98900 -3.77940 -2.25570 -0.08
C 4.96260 -5.15140 -2.44340 -0.09
C 4.39110 -5.96670 -1.48170 -0.09
C 3.84420 -5.41780 -0.33240 -0.13
C 2.00100 -4.49260 2.74880 -0.31
C 2.01040 -4.40930 4.12980 -0.14
C 1.33800 -5.35710 4.88410 -0.07
C 0.67060 -6.39640 4.25820 -0.08
C 0.64290 -6.46590 2.87680 -0.08
C 1.29140 -5.50220 2.12140 -0.13
C 4.79640 -2.42310 2.61400 -0.34
C 5.23410 -3.02210 3.77970 -0.12
C 6.27680 -2.45070 4.49320 -0.09
C 6.88960 -1.30020 4.02850 -0.09
C 6.47790 -0.72630 2.83810 -0.07
C 5.41980 -1.28070 2.14120 -0.14
H 4.42120 -2.15870 -0.97360 0.07
H 5.44050 -3.13550 -2.99690 0.11
H 5.38270 -5.58590 -3.33840 0.10
H 4.36800 -7.03780 -1.62590 0.10
H 3.41550 -6.06870 0.41730 0.08
H 2.51340 -3.59220 4.62500 0.09
H 1.32670 -5.27060 5.96120 0.11
H 0.15730 -7.14290 4.84590 0.10
H 0.10730 -7.26500 2.38330 0.10
H 1.23360 -5.53490 1.04210 0.10
H 4.76130 -3.92340 4.14490 0.09
H 6.59500 -2.89970 5.42390 0.10
H 7.68160 -0.84120 4.60180 0.10
H 6.95870 0.16380 2.45980 0.11
H 5.04790 -0.80290 1.24470 0.06
Cl -2.97850 1.49400 1.95340 0.86
C -1.71800 2.63800 1.89110 -0.67
C -0.54890 2.33530 1.21780 -0.23
C 0.48320 3.25330 1.27420 -0.68
Cl 1.89330 2.76670 0.45360 0.86
C 0.36580 4.46650 1.93700 -0.70
Cl 1.65820 5.58660 1.96520 0.69
C -0.83550 4.77220 2.57470 -0.71
Cl -1.03230 6.26700 3.39080 0.67
C -1.87600 3.84940 2.56000 -0.71
Cl -3.35100 4.19630 3.36240 0.69
F 2.15360 0.28860 5.20430 0.15
C 1.89450 -0.03230 3.92590 -0.55
F 2.48670 -1.24040 3.77780 0.05
F 2.54650 0.83290 3.17430 0.15
C 0.35430 -0.07520 3.58600 -0.35
O 0.05690 0.22710 2.34720 -0.18
C -0.26440 0.93920 4.61640 -0.55
F -1.53230 1.22890 4.36850 0.13
F 0.40830 2.09640 4.60750 0.17
F -0.24080 0.48170 5.88050 0.15
C -0.15460 -1.49970 3.95780 -0.54
F 0.41360 -2.02160 5.05870 0.14
F -1.46870 -1.52000 4.16190 0.18
F 0.09830 -2.36010 2.95600 0.12
```

The net charge is -1. The HOMO-LUMO gap is 6.71 eV. The value obtained for the largest force on an atom is 1.6 eV Å⁻¹. Its spin multiplicity is 1. The calculated total energy comes out at -237597.6307 eV. The value obtained for the HOMO energy is -0.1773 Eh. As for the relative energy (zero: lowest compared OMol25 entry of this formula, charge and spin): 287.0 kJ/mol. The LUMO energy comes out at 1.88 eV.